No. 1
C12H36O6 | ωB97M-V/def2-TZVPD

Each line ends with the Löwdin charge.
CARTESIAN COORDINATES (ANGSTROEM)
H1 -3.821 -4.462 0.724  0.10
H2 -3.158 -0.185 -1.235  0.06
C1 -3.987 -3.387 0.580  -0.33
O1 0.618 2.216 -1.646  -0.10
O2 5.982 -1.987 -0.592  -0.08
H3 0.317 3.071 2.793  0.08
C2 0.772 3.048 1.810  -0.07
O3 2.526 1.861 0.538  -0.10
H4 0.150 0.208 0.987  0.09
C3 -5.430 -3.183 0.143  -0.09
H5 4.972 -2.399 1.988  0.07
O4 -2.948 1.264 1.142  -0.10
H6 -4.623 0.438 -0.538  0.08
H7 1.111 -1.967 1.028  0.07
H8 -3.540 1.760 1.707  0.09
H9 -5.886 -4.092 -0.264  0.06
H10 -4.026 1.040 -2.081  0.08
H11 1.783 4.451 -3.878  0.07
C4 0.645 -1.708 0.078  -0.06
C5 -0.358 -0.608 0.461  -0.31
H12 0.186 -2.532 -0.457  0.08
C6 2.009 2.146 1.850  -0.30
H13 2.749 2.607 2.509  0.11
C7 1.259 3.441 -2.007  -0.32
C8 -3.718 0.739 -1.077  -0.08
H14 4.983 -3.753 -0.691  0.11
H15 -3.835 -2.942 1.568  0.11
H16 3.743 -1.963 0.853  0.05
H17 0.054 2.730 1.051  0.06
O5 -3.042 -2.923 -0.354  -0.09
C9 5.462 -3.129 0.069  -0.32
H18 1.165 3.989 1.413  0.08
H19 0.656 4.295 -1.681  0.11
H20 -2.018 1.924 -0.595  0.09
H21 2.065 2.752 -3.893  0.07
H22 1.095 1.896 -0.869  0.03
H23 -0.755 -0.145 -0.453  0.10
C10 -3.027 1.777 -0.202  -0.27
C11 1.366 3.504 -3.522  -0.09
H24 -3.613 2.695 -0.174  0.11
H25 3.858 -3.694 1.331  0.08
H26 5.864 -1.211 -0.042  0.07
H27 0.393 3.393 -3.998  0.07
H28 2.240 3.479 -1.534  0.10
H29 1.388 -1.230 -0.564  0.07
O6 -1.394 -1.167 1.254  -0.09
C12 4.409 -2.779 1.128  -0.09
H30 -2.449 -2.292 0.079  0.03
H31 -1.920 -0.408 1.555  0.07
H32 1.740 1.152 2.241  0.10
H33 -5.510 -2.464 -0.675  0.07
H34 -6.100 -2.890 0.951  0.06
H35 3.337 1.368 0.700  0.09
H36 6.260 -3.742 0.493  0.11

Results
E_tot in Eh: -930.16320
LUMO energy in hartree: 0.0094
Energy above the lowest of the compared OMol25 structures with the same formula, charge and spin in eV: 2.172
Frontier orbital gap in hartree: 0.3593
Charge: 0

No. 2
C41H48Cl3IrN4O6PS | ωB97M-V/def2-TZVPD

Each line ends with the Löwdin charge.
CARTESIAN COORDINATES (ANGSTROEM)
O1 0.508 -2.413 -2.362  0.08
C1 6.401 -1.841 -1.612  -0.04
C2 3.498 -3.929 -2.914  0.01
H1 4.658 2.019 2.806  0.09
H2 1.703 1.911 3.582  0.07
C3 0.279 3.010 0.383  -0.27
H3 2.306 -1.701 -3.951  0.15
C4 -6.351 -0.673 -2.525  -0.05
C5 2.102 2.833 3.106  -0.13
H4 4.183 2.880 -0.539  0.06
C6 -2.013 3.734 -0.122  -0.03
H5 2.428 -0.161 -3.123  0.01
H6 2.827 3.305 3.804  0.09
H7 1.066 6.927 1.051  0.08
H8 7.409 -2.151 -1.318  0.08
C7 2.792 2.496 1.773  -0.53
H9 -3.617 -0.598 1.843  0.13
Cl1 0.904 -1.426 1.705  0.69
C8 -5.073 -0.133 -1.961  -0.27
H10 1.082 1.523 -2.306  0.11
H11 -6.162 -1.104 -3.532  0.09
C9 3.471 2.515 -1.301  -0.10
H12 -6.780 -1.470 -1.880  0.09
C10 -4.935 -4.550 -2.774  -0.01
C11 4.251 -2.823 -2.510  -0.22
H13 4.552 1.302 1.183  0.07
H14 -1.917 -0.466 -2.222  0.12
H15 7.145 -4.458 -1.713  0.11
C12 -0.361 5.380 0.504  -0.29
H16 -2.421 5.827 0.074  0.12
H17 -3.035 3.526 -0.392  0.11
P1 1.551 1.703 0.617  0.98
O2 -4.632 -9.175 -0.705  -0.17
C13 2.478 -1.245 -2.968  -0.08
C14 6.126 -4.305 -2.054  -0.07
S1 -5.086 -8.042 0.106  0.54
C15 -1.667 5.055 0.151  -0.03
C16 -4.126 -4.569 -1.645  -0.23
C17 -1.499 -2.582 0.211  -0.25
C18 -2.988 -2.331 -2.052  -0.02
C19 -3.355 -0.137 -0.242  -0.19
C20 3.959 1.542 2.085  -0.12
C21 -3.171 -3.490 -1.283  -0.15
C22 5.361 -5.395 -2.463  -0.69
N1 -4.167 -5.605 -0.787  0.13
H18 -6.431 -5.672 -3.843  0.11
H19 2.783 3.340 -1.584  0.09
H20 4.083 2.243 -2.187  0.09
C23 5.577 -3.012 -2.073  -0.19
C24 1.836 0.770 -1.991  -0.23
H21 -3.539 -2.150 -2.966  0.11
C25 -5.776 -5.628 -2.979  -0.13
H22 -2.469 -4.460 0.534  0.12
C26 -0.002 6.813 0.774  -0.06
C27 0.601 4.366 0.620  -0.06
O3 3.808 -1.528 -2.493  -0.01
H23 3.441 -6.057 -3.197  0.11
H24 -2.332 3.385 -2.544  0.07
N2 -1.409 1.381 -0.361  -0.18
H25 3.223 3.418 1.344  0.10
H26 -4.780 1.227 -3.588  0.12
C28 -2.849 -0.733 1.052  -0.11
H27 1.590 4.667 0.907  0.09
H28 3.585 0.595 2.529  0.08
H29 -0.858 -1.648 3.256  0.07
O4 1.467 -1.029 -0.815  -0.33
C29 -4.377 0.871 -2.645  0.00
C30 -3.179 1.394 -2.148  -0.20
H30 -0.197 7.423 -0.134  0.09
H31 6.502 -1.107 -2.417  0.09
C31 -0.229 -0.832 2.892  -0.76
C32 -2.652 0.909 -0.905  -0.22
C33 -2.432 2.394 -3.007  -0.03
C34 2.674 1.292 -0.817  -0.46
H32 0.131 0.475 -1.652  0.14
H33 -4.933 -3.740 -3.488  0.10
C35 -4.547 -0.634 -0.764  -0.01
H34 -7.096 0.145 -2.615  0.09
H35 -5.076 -1.422 -0.238  0.14
H36 -1.424 1.999 -3.243  0.09
C36 -1.050 2.708 -0.049  -0.29
Cl2 6.043 -6.976 -2.437  0.66
O5 -4.161 -7.662 1.179  -0.17
H37 5.933 -1.368 -0.743  0.08
H38 2.492 0.538 -2.858  0.06
H39 2.464 -3.828 -3.234  0.11
H40 3.376 0.478 -0.538  0.12
Ir1 0.000 0.000 0.000  1.00
H41 0.304 -0.360 3.720  0.05
C37 4.050 -5.213 -2.891  -0.10
C38 -2.072 -1.370 -1.641  -0.17
Cl3 -1.201 0.347 2.049  0.97
H42 -2.958 2.569 -3.972  0.09
N3 -5.853 -6.679 -2.157  0.08
H43 1.261 3.540 2.981  0.07
H44 -1.912 -0.270 1.412  -0.37
H45 -2.667 -1.819 0.909  0.07
C39 -2.388 -3.593 -0.120  0.00
H46 -0.624 7.201 1.610  0.09
C40 1.391 -1.607 -1.937  -0.55
H47 -0.891 -2.653 1.108  0.06
H48 1.326 -0.176 -1.726  -0.10
C41 -5.028 -6.606 -1.087  -0.34
O6 -6.492 -8.088 0.518  -0.18
N4 -1.322 -1.467 -0.527  -0.20

Results
E_tot in Eh: -4485.05037
LUMO energy (alpha / beta) in hartree: -0.0176 / -0.1473
Frontier orbital gap (alpha / beta) in hartree: 0.1655 / 0.1388
Spin multiplicity: 6
⟨S²⟩: 8.80
Charge: 0

No. 3
CH4ClN2P | ωB97M-V/def2-TZVPD

Each line ends with the Löwdin charge.
CARTESIAN COORDINATES (ANGSTROEM)
C1 -1.647 -0.281 -0.286  -0.08
H1 -2.465 0.347 -0.257  0.06
H2 2.903 0.834 1.403  -0.23
H3 -1.602 -0.418 -1.291  0.05
N1 -0.365 0.253 0.035  -0.25
P1 2.832 0.435 0.079  0.18
Cl1 1.975 -1.252 -0.080  0.09
H4 -1.717 -1.231 0.189  0.08
N2 0.086 1.313 0.207  0.08

Results
E_tot in Eh: -951.43165
LUMO energy (alpha / beta) in hartree: -0.0109 / 0.0128
Energy above the lowest of the compared OMol25 structures with the same formula, charge and spin in eV: 1.765
Frontier orbital gap (alpha / beta) in hartree: 0.2738 / 0.2925
Charge: 0

No. 4
C3H7N4 | ωB97M-V/def2-TZVPD

Each line ends with the Löwdin charge.
CARTESIAN COORDINATES (ANGSTROEM)
H1 -0.131 -1.648 2.386  0.17
H2 0.184 -0.649 -2.001  0.11
C1 -0.334 -0.483 -1.032  -0.04
N1 -1.101 1.772 0.401  0.15
C2 0.682 0.160 -0.138  -0.05
H3 1.609 -0.205 1.700  0.18
N2 -1.532 1.078 1.325  -0.07
H4 -1.132 0.154 -1.279  0.06
N3 0.783 -0.185 1.113  0.08
H5 -1.290 2.829 0.569  0.16
N4 -1.499 -0.102 1.601  0.08
H6 -0.704 -1.490 -0.561  0.14
C3 -0.339 -0.719 1.753  -0.11
H7 1.506 0.639 -0.606  0.14

Results
E_tot in Eh: -337.12257
LUMO energy (alpha / beta) in hartree: -0.1921 / -0.1921
Energy above the lowest of the compared OMol25 structures with the same formula, charge and spin in eV: 4.944
Frontier orbital gap (alpha / beta) in hartree: 0.3093 / 0.3093
Charge: +1